(1)
A structure of composition C26H43N6O6RhS2Si2Te, computed with ωB97M-V/def2-TZVPD.

Geometry as XYZ:
```
87
Properties=species:S:1:pos:R:3:forces:R:3:lowdin_charge:R:1
H 2.8240 -2.4901 0.5412 0.010 0.013 0.008 0.05
H -1.1249 1.7429 -5.7933 -0.018 0.001 -0.011 0.04
C -2.2826 -5.0667 -0.5640 -0.004 0.014 0.024 -0.05
N 1.4835 -0.9301 2.9454 0.050 -0.010 0.022 -0.22
C 0.3524 -5.5250 -1.2963 0.016 0.027 0.017 -0.03
H 1.3815 -5.7018 -1.5868 0.001 0.012 0.002 0.12
C -1.9533 -6.1707 -1.3393 0.021 0.004 -0.004 -0.03
H -2.3531 2.2098 4.0631 0.003 0.000 -0.007 0.13
S 0.3829 -0.3313 1.7143 -0.039 0.026 -0.130 0.85
H 1.4976 2.3450 -3.3782 0.029 -0.003 -0.010 0.01
H 1.7673 4.0813 -3.6193 0.010 0.005 -0.015 0.03
H -1.2175 1.0287 -4.1907 -0.031 0.002 -0.010 0.01
C -1.9592 -1.4173 -1.4371 0.009 -0.042 -0.087 -0.19
H -3.3046 -4.8732 -0.2682 -0.003 -0.001 -0.006 0.11
H -1.1485 5.4230 0.3962 0.006 -0.014 -0.008 0.02
H 0.0974 -7.2652 -3.5442 -0.001 0.001 0.000 0.09
H 4.5948 -2.4824 0.4483 -0.001 -0.015 0.003 0.08
C 1.6618 -0.3437 5.2584 -0.021 -0.012 0.039 -0.14
C -0.6382 -6.4128 -1.7162 -0.035 -0.023 -0.014 -0.27
C -1.4461 1.9289 -4.7658 0.088 0.058 0.044 -0.17
C 1.2580 3.1995 -4.0162 -0.030 -0.035 0.046 -0.19
Si 1.0201 4.3680 1.0197 -0.010 0.039 0.004 0.39
H -2.7057 -2.5431 5.3181 -0.007 -0.009 -0.006 0.11
H -0.4957 2.9400 2.3551 -0.006 0.020 -0.019 0.00
C -2.0217 1.1918 4.1513 0.003 -0.005 0.010 -0.01
Te -0.7459 2.2479 -0.9476 -0.065 -0.017 0.003 1.20
H 3.4211 4.2557 1.6564 -0.003 -0.003 -0.005 0.03
H 0.2082 6.3005 -0.3245 -0.007 0.000 0.005 0.03
N 0.9455 -3.6108 4.9234 -0.006 0.007 0.035 0.24
H -2.9418 -2.5705 3.5332 0.006 0.005 -0.006 0.09
H 1.1655 2.9191 3.0126 0.002 0.005 0.007 0.02
C 2.7294 5.0517 1.3715 -0.008 0.009 0.006 -0.18
O -0.7801 -2.7251 1.9284 -0.043 0.011 0.021 -0.40
C 1.1354 3.0889 -0.3409 -0.055 -0.031 0.022 -0.58
H -0.5233 5.8424 -4.7976 0.009 -0.007 0.017 0.03
C -0.5709 -0.4660 4.3356 -0.009 0.008 -0.025 -0.22
C 3.6763 -0.6799 -0.2477 0.021 0.030 -0.031 -0.26
C 0.8208 -1.0773 4.2856 -0.019 0.014 0.008 -0.37
C 0.3796 3.5520 2.5910 0.014 -0.046 -0.003 -0.19
S -1.6800 -2.7502 0.7785 0.037 -0.022 0.049 0.56
O -3.0932 -2.8332 1.0828 0.026 -0.001 -0.010 -0.32
H 3.6355 -2.6953 -1.0228 0.005 0.005 -0.005 0.08
C -1.2388 3.8042 -2.3504 0.053 0.132 0.065 -0.60
H 0.5027 -8.1940 -2.1055 0.002 -0.001 -0.003 0.08
H -2.6992 -2.2037 -1.5972 -0.005 0.005 0.011 0.12
Si -0.5992 3.4467 -4.0824 -0.033 -0.050 -0.041 0.38
H -2.0702 5.0978 -5.2086 0.004 0.012 -0.014 0.03
C 0.0397 -4.4212 -0.5270 -0.004 -0.012 0.005 -0.05
C -2.7017 0.0237 4.1333 -0.004 -0.004 -0.011 0.01
C -1.2830 -4.1990 -0.1595 -0.010 0.009 -0.015 -0.28
O 0.3315 -1.3759 -2.1933 -0.062 -0.001 0.006 -0.20
H 4.5516 -0.3426 -0.8070 -0.003 -0.002 0.009 0.12
H 2.4712 -0.5631 -1.8442 0.022 0.013 0.009 0.10
H -2.5300 2.0661 -4.7759 -0.012 -0.033 -0.006 0.04
H -2.3272 3.8898 -2.3276 -0.008 -0.009 -0.052 0.00
C 3.6790 -2.1793 -0.0613 -0.015 -0.012 0.006 -0.08
O -1.2823 -1.6045 -3.7201 -0.035 -0.018 0.035 0.05
H -2.4791 -0.4632 -1.5611 -0.014 -0.007 0.030 0.10
C -0.1302 5.7757 0.5721 0.015 -0.018 -0.032 -0.19
H -1.1420 -8.2357 -2.7476 -0.002 0.003 0.002 0.07
H -0.8442 4.7439 -1.9576 -0.008 -0.027 0.027 -0.01
C -0.9206 -1.4920 -2.5684 0.135 0.059 -0.008 -0.64
C -2.2388 -2.4007 4.3452 0.010 0.014 0.050 0.02
O 1.5733 0.4921 2.6702 -0.001 -0.030 0.015 -0.41
H 0.8064 -3.7228 -0.2142 0.003 -0.008 -0.005 0.09
N 2.2738 0.2692 6.0086 0.010 0.004 -0.014 0.22
H 0.1007 4.3084 3.3283 -0.002 -0.011 0.016 0.04
H 1.7292 2.2292 -0.0183 0.036 0.011 -0.020 -0.01
C -0.9917 4.9277 -5.1674 -0.022 -0.003 -0.007 -0.19
H -0.6425 4.7641 -6.1896 -0.005 0.002 -0.001 0.03
H -1.4083 -3.0762 4.2123 0.005 -0.007 -0.017 0.06
H -2.7341 -6.8499 -1.6592 0.000 -0.002 -0.002 0.11
N -1.3467 -1.4771 -0.1062 0.062 0.070 -0.017 -0.37
H 3.1427 5.5554 0.4949 -0.002 -0.002 -0.001 0.03
C -0.2791 -7.5944 -2.5742 0.000 -0.001 0.008 -0.05
N -1.7898 -1.0008 4.2606 0.016 -0.001 0.012 0.00
H -3.7524 -0.1813 4.0361 0.001 -0.005 0.004 0.15
H 3.6579 -0.1612 0.7100 -0.004 -0.012 0.006 0.11
O 2.5033 -0.2063 -0.9417 -0.053 -0.032 0.008 -0.21
Rh 0.5703 -0.8205 -0.2740 -0.024 -0.035 0.022 0.61
H -0.1611 6.5029 1.3870 0.001 0.006 0.000 0.03
C 0.8610 -2.5071 4.6306 0.011 -0.018 -0.066 -0.15
H 0.0789 1.4979 4.1904 0.006 -0.005 0.013 0.13
H 2.7000 5.7768 2.1885 0.011 0.002 -0.002 0.03
N -0.7036 0.8629 4.3092 -0.026 0.016 0.011 0.14
H 1.6620 2.9984 -5.0103 -0.015 0.004 -0.010 0.03
H 1.6084 3.4841 -1.2409 0.020 -0.017 -0.008 0.00
```
Positions in Å, forces in eV/Å.

energy relative to the best compared isomer or geometry (same formula, charge and spin)	84.9	kcal/mol
LUMO level	-0.48	eV
orbital gap	0.245	Ha

***

(2)
A structure of composition C31H27ClFN3O9S2Ti, computed with ωB97M-V/def2-TZVPD.

Geometry as XYZ:
```
75
Properties=species:S:1:pos:R:3:forces:R:3:lowdin_charge:R:1
C -4.0295 -3.2429 -0.9712 0.014 0.025 -0.008 -0.18
C 1.7332 -0.4103 1.9556 0.756 -0.465 0.228 -0.19
H -3.7224 -5.1264 -2.9805 0.004 -0.006 0.000 0.13
O 1.0062 3.2171 -1.8831 0.047 -0.080 0.006 -0.28
C 4.3859 2.5138 -1.5477 -0.040 -0.124 0.008 -0.19
O 2.2809 -2.0231 -0.4110 0.021 -0.024 -0.119 -0.11
O 5.1512 0.1732 -2.2999 -0.005 -0.027 0.017 -0.30
Cl 0.4448 3.5200 6.3495 -0.006 -0.006 -0.006 0.57
H -1.3504 -6.1472 -3.1133 0.001 -0.005 0.001 0.09
C 6.0545 4.2046 -1.9910 0.056 -0.083 -0.024 -0.09
C -2.6468 -3.1520 -1.0005 0.023 -0.029 -0.007 -0.08
C 5.1662 5.1907 -1.6022 -0.060 0.071 0.025 -0.09
Ti 1.7486 -0.0979 -0.1792 -0.334 -0.095 -0.145 1.05
H -2.1668 -7.5003 -2.3063 -0.003 0.002 0.001 0.07
C -2.5400 4.3753 -0.6760 -0.186 0.195 -0.253 -0.13
H 0.1086 -5.0896 -1.1364 0.009 0.005 -0.014 0.11
C 1.4197 0.5300 3.0323 0.185 -0.039 -0.062 -0.31
H -0.6674 -6.8559 -1.6481 -0.002 -0.005 0.003 0.07
H -1.3119 1.3899 2.0828 -0.001 0.025 0.013 0.08
C 3.4878 3.5121 -1.1562 -0.077 -0.020 0.044 -0.20
C 1.6813 -3.1040 -0.7437 -0.106 0.074 0.046 -0.57
S 1.7724 3.2612 -0.6644 0.078 0.175 -0.202 0.49
H -0.1779 -0.6201 3.8822 0.000 0.003 0.001 0.11
F -4.9437 0.2337 -0.5453 0.025 -0.022 0.001 0.03
H -5.8873 -2.1338 -0.8206 0.003 0.003 0.004 0.11
C -0.4767 -4.1885 -1.0793 -0.058 0.049 -0.012 -0.01
H -0.5544 4.3755 0.1184 -0.067 0.156 0.086 0.10
S 4.0672 0.7325 -1.5411 0.102 0.119 0.054 0.51
N -1.8425 -4.2849 -1.2532 0.031 -0.026 0.041 0.00
C 1.8371 2.6476 4.1739 -0.006 -0.034 0.008 -0.12
C -3.5369 3.5060 -0.3674 -0.356 -0.419 0.225 -0.18
C -4.7147 -4.5701 -1.1555 -0.001 -0.006 -0.006 -0.16
H 3.1845 5.5941 -0.8644 -0.001 0.007 0.000 0.11
H -4.4989 3.4025 -0.8438 -0.014 0.028 0.004 0.08
H -5.6734 -4.4195 -1.6587 0.000 0.001 0.003 0.11
O 2.2301 -4.1882 -0.9290 0.031 -0.035 0.003 0.01
H 2.3896 3.5751 4.2527 -0.001 0.002 -0.007 0.10
H -2.3451 0.2286 -0.5019 0.023 -0.015 -0.006 0.11
C -3.8324 -5.5057 -1.9590 -0.003 0.016 -0.001 -0.17
C -4.1682 -0.8724 -0.6631 -0.017 0.018 0.000 -0.29
C 0.3986 0.2952 3.9630 -0.040 -0.046 0.044 -0.07
O 4.0026 0.3314 -0.1241 0.072 0.071 -0.071 -0.36
H -4.9396 -5.0242 -0.1831 -0.005 0.000 -0.002 0.12
H 6.3386 2.0888 -2.2669 0.004 -0.004 -0.002 0.10
O -0.0057 -0.6160 -0.6693 0.002 0.043 -0.009 -0.16
H -1.2895 2.9031 2.9953 -0.002 -0.010 -0.016 0.08
H 7.0551 4.4616 -2.3175 -0.004 0.005 0.002 0.10
O 2.7227 0.5291 -2.0946 -0.006 0.078 -0.222 -0.35
C -1.9343 3.0589 0.9623 -0.361 -0.450 0.443 -0.40
H -0.7062 0.9925 5.6733 -0.005 0.001 -0.002 0.09
H 2.8284 -0.5246 1.8041 -0.182 0.270 0.390 0.05
C -2.4482 -5.6112 -1.3338 -0.005 -0.016 -0.004 -0.34
C 0.8178 2.3694 5.0715 0.030 0.012 0.013 -0.70
C 2.1272 1.7368 3.1740 0.065 0.042 0.042 -0.06
H 5.4598 6.2336 -1.6171 0.003 -0.005 -0.001 0.10
N -1.5302 4.1025 0.2021 0.406 -0.301 0.029 0.10
H -2.4500 5.1328 -1.4345 -0.011 -0.016 -0.024 0.09
C 0.0929 1.1969 4.9719 0.037 -0.028 -0.009 -0.14
H -4.2667 -6.5067 -2.0195 -0.002 -0.001 0.000 0.11
C -2.7989 -0.7419 -0.6436 -0.026 0.030 0.008 0.06
H 1.4140 -1.4348 2.1737 -0.315 0.110 -0.035 0.06
C -1.0864 2.4526 2.0208 -0.053 -0.040 -0.043 0.00
H 2.9081 1.9635 2.4576 -0.009 0.000 0.035 0.11
C -1.9980 -1.8923 -0.8116 0.012 0.011 -0.086 -0.06
H -2.5678 -6.0157 -0.3146 -0.005 0.012 0.003 0.15
C -1.5965 -6.5836 -2.1433 0.008 0.005 0.000 -0.06
N -3.1654 2.6654 0.6755 0.510 0.902 -0.526 0.09
C 3.8910 4.8421 -1.1862 0.058 -0.038 -0.010 -0.06
H -0.0261 2.5647 1.8075 -0.008 0.036 -0.027 0.06
C -0.5765 -1.8058 -0.7958 -0.076 0.069 0.017 -0.25
O 1.4634 4.3998 0.1929 -0.019 -0.122 -0.020 -0.34
C 0.1707 -3.0142 -0.8818 0.102 -0.058 0.030 -0.04
C -4.8058 -2.0841 -0.8112 -0.006 -0.017 0.001 -0.01
O 1.7754 2.0093 0.1110 -0.211 -0.037 0.090 -0.40
C 5.6632 2.8746 -1.9624 -0.022 0.085 0.016 -0.06
```
Positions in Å, forces in eV/Å.

multiplicity	3
net charge	-2
energy relative to the best compared isomer or geometry (same formula, charge and spin)	0.0	kcal/mol
LUMO level (alpha / beta)	4.16 / 4.14	eV
orbital gap (alpha / beta)	0.164 / 0.239	Ha

***

(3)
The ion C25H30NO with charge +1, computed with ωB97M-V/def2-TZVPD.

Geometry as XYZ:
```
57
Properties=species:S:1:pos:R:3:forces:R:3:lowdin_charge:R:1
H -2.9825 -3.0908 -1.6864 0.085 0.120 -0.136 0.09
C 0.7840 0.0030 -0.7010 -0.170 0.349 -0.333 -0.11
C 0.0424 -3.0368 3.4026 -0.127 0.479 -0.119 -0.03
C -2.8406 -6.1418 2.5925 -0.204 0.433 0.569 -0.01
H -4.8137 -3.8107 4.0656 -0.304 0.004 0.053 0.07
C 1.4119 -1.3075 -0.3328 0.635 -0.004 -0.050 -0.07
H 3.2652 -2.2691 0.0251 0.088 0.189 -0.141 0.13
C -0.6517 -5.1278 2.1444 -0.275 0.064 0.075 -0.13
C 1.5924 1.0601 -1.2108 -1.135 -0.285 0.417 -0.15
C -4.6416 -4.8687 3.8779 0.351 0.173 -0.055 -0.05
C -0.5949 0.1859 -0.5677 -0.933 0.541 0.216 -0.04
C 3.0850 0.9197 -1.2484 0.548 -0.309 -0.366 -0.12
H -0.9254 -7.4911 0.3895 0.263 -0.243 0.109 0.07
N -0.6539 -2.4310 -0.7959 0.155 -1.611 1.106 0.07
H -0.9603 3.2740 -1.9263 0.494 -0.417 0.160 0.12
C -3.2316 -5.0053 3.3517 0.544 -0.114 -0.690 -0.25
C -2.2767 -3.1847 -2.5155 -0.260 -0.050 0.163 0.03
H 1.9911 -6.7452 2.2388 -0.313 0.867 -0.751 0.09
H 1.5310 3.0318 -2.0934 -0.075 -0.170 0.164 0.12
C 0.7009 -5.0639 1.3664 -2.051 -2.361 0.255 -0.24
H -2.5244 -2.4738 -3.3084 -0.098 -0.076 0.117 0.10
C -2.2835 -3.9871 3.5628 -0.203 -0.364 -0.160 0.00
C 0.6156 -2.4989 -0.1941 -0.416 -0.470 -0.148 -0.05
C 2.7906 -1.3116 -0.1846 -0.932 -0.659 1.100 0.09
C 1.0105 -3.9076 0.3042 1.133 0.611 -1.647 -0.02
H 1.6093 -5.5915 3.4009 -0.183 0.733 -0.646 0.08
H -2.0140 -8.3457 1.4694 0.128 0.669 0.089 0.08
C -0.4541 2.3670 -1.5631 -0.229 -0.314 0.077 -0.05
H 0.6427 -2.7465 2.5419 0.080 0.188 -0.073 0.05
H 3.6355 0.4093 0.7742 -0.213 -0.461 -0.060 0.16
H -0.4828 -2.1451 3.7705 0.303 -0.165 -0.017 0.09
H 4.6655 -0.4168 -0.3989 -0.306 0.466 -0.072 0.13
H 2.8364 -5.1634 2.1579 -0.803 -0.358 0.072 0.08
H -3.5758 -6.9643 2.4225 0.745 0.711 0.292 0.13
C -1.2471 1.3499 -0.9915 0.990 0.274 -0.156 -0.05
H -4.7886 -5.3995 4.8201 0.101 -0.043 -0.029 0.09
C 1.8340 -5.6403 2.3166 0.902 0.261 0.049 -0.03
H 0.5031 -5.8268 0.5857 0.520 -0.064 0.842 0.11
O 0.0739 -3.0663 -2.8842 -0.200 0.241 0.603 0.12
H -1.3226 -2.8247 -0.1309 -0.222 -0.225 -0.411 0.16
H 3.3959 0.5576 -2.2345 -0.070 0.146 -0.063 0.13
H 2.0749 -3.8016 0.4438 0.605 -0.068 -0.151 0.09
C -1.1877 -7.6120 1.4460 -0.093 0.248 -0.293 -0.04
H 3.5649 1.8899 -1.1030 -0.055 -0.114 -0.010 0.13
H -2.3385 1.4597 -0.8808 0.759 -0.040 -0.067 0.12
H -2.3716 -4.1953 -2.9360 0.242 0.317 0.103 0.10
H 0.7756 -3.3470 4.1650 -0.477 -0.151 -0.139 0.10
C 0.9457 2.2231 -1.6573 -0.583 -0.245 0.202 -0.02
H -1.2191 -0.6011 -0.1309 0.451 0.887 -0.167 0.11
C -1.5613 -6.2496 2.0449 0.242 0.122 0.038 -0.19
C 3.6297 -0.0902 -0.2133 -0.016 -0.037 -0.342 -0.13
C -0.9749 -4.0816 3.0239 -0.770 -0.120 -0.044 -0.23
H -0.3730 -8.1132 1.9943 -0.057 0.464 -0.279 0.09
C -0.8525 -2.9069 -2.1271 0.487 -0.073 -0.633 -0.46
H -2.6014 -3.0650 4.1004 0.445 -0.858 -0.228 0.13
H -5.3837 -5.2412 3.1689 0.100 0.058 0.021 0.08
H 0.8519 -4.4205 -0.7362 0.374 0.853 1.589 0.17
```
Positions in Å, forces in eV/Å.

net charge	+1
energy relative to the best compared isomer or geometry (same formula, charge and spin)	35.1	kcal/mol
LUMO level	-5.65	eV
orbital gap	0.203	Ha
SMILES	CC(=O)/[NH+]=C(\C[C@@H](C)c1c(C)cc(C)cc1C)C1=CCCc2ccccc21

***

(4)
A structure of composition C21H29Br2MnN2O5, computed with ωB97M-V/def2-TZVPD.

Geometry as XYZ:
```
60
Properties=species:S:1:pos:R:3:forces:R:3:lowdin_charge:R:1
Br -1.4962 -0.4220 4.0197 -0.065 0.060 0.026 0.89
C -2.9201 -3.7797 0.3563 0.005 -0.054 0.022 -0.15
C -0.2259 -2.8873 -1.1726 0.026 0.009 -0.016 -0.07
C 3.2731 0.3639 -0.1548 0.088 0.083 -0.061 -0.09
C 1.8642 -0.0581 1.6181 -0.244 -0.030 0.110 -0.13
H -1.0190 -4.8915 -1.3589 -0.013 -0.010 -0.003 0.12
H 1.8400 0.4652 -2.6528 -0.042 -0.014 0.013 0.08
C -0.7563 -1.6638 -0.4941 -0.229 0.062 0.164 -0.38
H -2.8480 2.8766 -2.4127 0.032 0.018 -0.021 0.15
H 1.7071 4.5557 0.9763 0.013 0.009 -0.015 0.11
H -2.9228 3.7362 0.3127 0.012 -0.007 0.012 0.15
H -0.7546 2.4264 -3.8357 -0.026 0.012 -0.002 0.15
C -2.7348 -3.6015 -1.1491 -0.034 0.026 -0.035 -0.19
N 2.0643 0.4591 0.3644 -0.004 0.078 0.160 0.07
C 1.2682 -1.1252 4.1160 -0.024 0.030 -0.033 -0.13
H 0.3930 -2.5559 -2.0035 -0.014 -0.005 0.001 0.12
C 2.5419 -1.2255 3.6346 -0.008 0.013 -0.048 -0.61
O 0.3387 1.7910 -2.1819 0.061 0.067 -0.153 -0.30
H -1.3289 -3.8742 -2.7406 -0.014 0.009 -0.002 0.12
H -0.4530 3.6485 -2.5926 -0.025 -0.007 0.029 0.13
O -0.5345 -0.5036 -0.9998 0.150 -0.234 -0.171 -0.07
H -2.9074 -4.8402 0.6149 -0.009 -0.002 -0.006 0.13
H -3.8987 -3.3991 0.6517 0.005 0.019 -0.007 0.12
C 4.1512 -0.7811 1.7509 -0.010 0.023 -0.050 0.02
H 2.2204 3.5017 -0.3632 -0.002 0.016 -0.002 0.10
C 0.2576 -0.4857 3.3623 0.262 -0.080 -0.101 -0.59
H 3.4352 0.8016 -1.1332 -0.077 -0.011 -0.013 0.12
H -3.0274 -2.5869 -1.4393 0.003 0.003 -0.002 0.11
N -1.4526 -1.7965 0.6080 -0.031 0.064 -0.230 0.13
O 0.3559 3.1079 0.3714 0.051 0.121 0.200 -0.30
Mn 0.0763 1.1684 -0.2618 -0.092 -0.025 -0.479 1.07
C 0.5489 0.0624 2.1428 0.002 0.038 -0.101 -0.34
Br 3.8528 -2.0853 4.6706 -0.007 0.000 0.007 0.87
H 1.4240 1.6220 -3.9402 0.006 -0.005 0.014 0.12
C -1.3204 -3.8852 -1.6519 0.048 -0.011 0.007 -0.15
H 1.0142 -1.5383 5.0823 0.020 -0.001 0.008 0.11
H -0.6820 4.6542 1.3084 -0.034 0.009 -0.026 0.15
H 5.3101 -0.2928 0.0178 0.006 0.001 0.006 0.12
C -2.0336 2.2186 -2.1063 0.096 -0.016 -0.001 -0.12
H -1.0933 2.9996 1.8086 -0.026 -0.006 -0.002 0.13
C -0.8558 3.6374 0.9598 0.068 -0.017 -0.098 -0.11
H 1.0242 4.7918 -0.6613 0.017 0.013 0.005 0.11
O -0.3860 0.6988 1.3953 0.121 -0.033 0.477 -0.21
C 4.3462 -0.2497 0.5031 -0.035 -0.013 0.065 -0.01
C -1.8230 -3.0990 1.1735 0.054 0.015 0.055 -0.13
C 1.3901 4.0607 0.0602 -0.045 -0.036 -0.002 0.00
H -1.8156 -0.9472 1.0266 0.052 -0.049 0.080 0.13
O -1.8625 2.2509 -0.6819 -0.076 0.073 0.050 -0.19
H -2.3014 1.1921 -2.3531 0.013 0.002 0.004 0.14
H -1.7496 4.3175 -0.8847 0.009 0.020 0.017 0.14
H 0.3352 0.2407 -3.5754 0.018 0.005 -0.015 0.11
H -0.9212 -3.7113 1.2136 -0.022 -0.010 -0.014 0.13
C 1.0266 0.9734 -3.1622 -0.040 -0.055 0.054 -0.01
H 4.9611 -1.2627 2.2817 0.006 0.000 -0.001 0.10
C -1.9293 3.5740 -0.1060 0.025 -0.022 0.004 -0.11
H -3.4301 -4.2590 -1.6705 0.009 -0.018 0.009 0.12
H -2.1317 -2.9219 2.2021 -0.005 -0.016 -0.028 0.11
C -0.7234 2.6064 -2.7625 -0.010 -0.080 0.078 -0.10
C 2.8779 -0.7004 2.3526 -0.023 -0.021 0.068 -0.17
H 0.4406 -3.3726 -0.4538 0.008 -0.008 -0.008 0.13
```
Positions in Å, forces in eV/Å.

multiplicity	5
net charge	+2
energy relative to the best compared isomer or geometry (same formula, charge and spin)	9.7	kcal/mol
LUMO level (alpha / beta)	-7.48 / -6.29	eV
orbital gap (alpha / beta)	0.229 / 0.275	Ha